[1]
The following is a quantum chemistry calculation of a cluster of 9 separate species, C32H46O27 in total at a distorted geometry, from the OMol25 dataset.

CARTESIAN COORDINATES (ANGSTROEM)
C: 6.198 -7.161 17.371
C: 6.977 -7.916 16.376
O: 7.965 -7.001 15.847
C: 7.547 -5.795 16.325
O: 8.216 -4.782 16.335
O: 6.449 -5.901 16.808
H: 6.380 -7.106 18.444
H: 5.151 -7.466 17.369
H: 6.239 -8.260 15.652
H: 7.331 -8.790 16.923
C: 11.462 -2.604 17.832
C: 10.545 -1.914 16.888
O: 10.914 -2.548 15.624
C: 11.794 -3.594 15.856
O: 12.198 -4.424 15.010
O: 11.989 -3.700 17.166
H: 10.932 -2.846 18.754
H: 12.345 -2.041 18.134
H: 10.767 -0.875 17.132
H: 9.567 -2.270 17.212
C: 7.486 -7.541 24.738
C: 6.025 -7.114 25.058
O: 6.274 -5.845 25.374
C: 7.603 -5.554 25.689
O: 8.120 -4.578 26.306
O: 8.379 -6.645 25.229
H: 7.751 -7.773 23.706
H: 7.517 -8.509 25.238
H: 5.737 -7.489 26.040
H: 5.200 -7.107 24.345
C: 13.242 -10.860 22.348
C: 14.692 -11.413 22.645
O: 14.599 -11.713 24.072
C: 13.555 -11.100 24.576
O: 13.135 -11.272 25.760
O: 12.844 -10.410 23.677
H: 12.651 -11.638 21.865
H: 13.279 -9.961 21.733
H: 15.579 -10.812 22.447
H: 15.005 -12.365 22.215
C: 9.142 -11.856 22.245
C: 10.035 -11.982 23.460
C: 9.635 -10.973 24.514
O: 9.341 -11.638 25.693
C: 9.430 -12.974 25.508
O: 9.070 -13.810 26.300
O: 9.861 -13.180 24.168
H: 9.114 -10.819 21.911
H: 8.148 -12.286 22.371
H: 9.562 -12.412 21.407
H: 11.008 -11.641 23.105
H: 8.737 -10.411 24.257
H: 10.457 -10.283 24.706
C: 10.521 -5.760 19.713
C: 9.896 -7.153 19.805
C: 10.287 -7.924 21.097
O: 8.980 -8.112 21.700
C: 8.072 -7.781 20.756
O: 6.997 -8.305 20.782
O: 8.583 -7.027 19.783
H: 10.242 -5.112 20.544
H: 10.243 -5.411 18.719
H: 11.594 -5.946 19.763
H: 10.057 -7.675 18.861
H: 11.009 -7.245 21.552
H: 10.808 -8.801 20.715
C: 8.239 -2.147 22.831
C: 8.206 -2.556 21.376
C: 7.193 -3.529 20.866
O: 6.659 -2.854 19.766
C: 7.096 -1.579 19.728
O: 6.515 -0.731 19.018
O: 7.913 -1.336 20.680
H: 8.468 -3.074 23.356
H: 7.293 -1.666 23.078
H: 9.011 -1.379 22.782
H: 9.224 -2.828 21.098
H: 6.509 -3.593 21.712
H: 7.753 -4.439 20.653
C: 15.214 -6.220 18.856
C: 13.909 -6.004 18.033
C: 14.218 -6.078 16.575
O: 13.273 -7.030 16.107
C: 12.613 -7.514 17.105
O: 11.568 -8.195 17.097
O: 13.040 -7.025 18.254
H: 15.564 -7.213 18.574
H: 15.068 -5.994 19.913
H: 16.066 -5.621 18.535
H: 13.452 -5.027 18.192
H: 15.224 -6.300 16.221
H: 13.977 -5.069 16.241
C: 4.058 -9.525 22.097
C: 3.483 -8.330 21.232
C: 2.477 -7.478 21.913
O: 2.769 -6.206 21.659
C: 3.926 -6.149 21.059
O: 4.483 -5.099 20.647
O: 4.438 -7.367 20.913
H: 4.495 -9.119 23.010
H: 4.926 -9.859 21.529
H: 3.219 -10.170 22.357
H: 3.031 -8.797 20.357
H: 2.521 -7.804 22.952
H: 1.441 -7.752 21.716

Atoms 1-6, force components in eV/Å:
C -1.238 0.409 0.616
C 0.240 -2.243 0.307
O -0.214 -1.222 0.626
C 7.304 1.716 -2.340
O -0.080 -0.829 -0.690
O -8.400 2.079 3.797

Output
**Max |F|**: 9.449 eV/Å
**E_HOMO**: -10.3 eV
**SMILES**: C[C@H]1COC(=O)O1.C[C@H]1COC(=O)O1.C[C@H]1COC(=O)O1.C[C@H]1COC(=O)O1.C[C@H]1COC(=O)O1.O=C1OCCO1.O=C1OCCO1.O=C1OCCO1.O=C1OCCO1
**E**: -89206.2793 eV
**Energy above the lowest of the compared OMol25 structures with the same formula, charge and spin**: 854.2 kJ/mol

Results of the Mulliken charge analysis, in e, for atoms 1 through 99:
1 C 0.49
2 C -0.34
3 O -0.31
4 C 0.57
5 O -0.55
6 O -0.28
7 H -0.40
8 H 0.26
9 H 0.30
10 H 0.32
11 C -0.31
12 C -0.20
13 O -0.39
14 C 0.67
15 O -0.58
16 O -0.09
17 H -0.08
18 H 0.36
19 H 0.33
20 H 0.29
21 C 0.88
22 C -0.17
23 O -0.37
24 C 0.61
25 O -0.59
26 O -0.32
27 H -0.44
28 H 0.00
29 H 0.29
30 H 0.13
31 C -0.13
32 C -0.43
33 O -0.35
34 C 0.68
35 O -0.60
36 O -0.21
37 H 0.29
38 H 0.25
39 H 0.25
40 H 0.26
41 C -1.46
42 C 2.52
43 C -0.02
44 O -0.38
45 C 0.48
46 O -0.54
47 O -0.49
48 H 0.18
49 H 0.37
50 H 0.46
51 H -1.25
52 H -0.18
53 H 0.31
54 C -1.84
55 C 0.91
56 C -0.68
57 O -0.19
58 C 0.42
59 O -0.56
60 O -0.13
61 H 0.43
62 H 0.46
63 H 0.39
64 H -0.01
65 H 0.34
66 H 0.30
67 C -1.55
68 C 0.63
69 C 0.81
70 O -0.27
71 C 0.56
72 O -0.67
73 O -0.37
74 H 0.35
75 H 0.38
76 H 0.41
77 H -0.15
78 H 0.18
79 H -0.31
80 C -1.69
81 C 1.32
82 C -0.42
83 O -0.29
84 C 0.57
85 O -0.63
86 O -0.23
87 H 0.40
88 H 0.37
89 H 0.42
90 H -0.29
91 H 0.31
92 H 0.20
93 C -1.14
94 C 0.37
95 C -0.60
96 O -0.31
97 C 0.50
98 O -0.56
99 O 0.02

[2]
The following is a quantum chemistry calculation of the molecule C3H3NOS2 at a distorted geometry, from the OMol25 dataset.

CARTESIAN COORDINATES (ANGSTROEM)
C: -0.250 -1.391 0.482
C: -1.936 0.309 0.110
C: 1.129 0.843 -0.558
N: -1.377 -0.652 0.515
O: -2.727 1.146 -0.010
S: 1.267 -0.921 -0.094
S: 2.553 0.924 0.489
H: -0.355 -2.424 0.763
H: 1.356 0.958 -1.623
H: 0.340 1.209 -0.074

Atoms 1-6, force components in eV/Å:
C 1.507 -0.053 -1.295
C -1.656 0.659 0.705
C 3.401 -3.098 -1.675
N 1.373 -1.456 0.427
O -0.282 1.296 -0.885
S -1.629 0.026 -0.135

Output
**Max |F|**: 4.896 eV/Å
**E_HOMO (spin up / spin down)**: -7.7 / -7.8 eV
**E**: -28364.5601 eV
**Energy above the lowest of the compared OMol25 structures with the same formula, charge and spin**: 315.9 kJ/mol

natural (NBO) analysis output, partial charges in e:
1 C -0.32
2 C 0.85
3 C -0.64
4 N -0.53
5 O -0.48
6 S 0.65
7 S -0.21
8 H 0.23
9 H 0.24
10 H 0.21

[3]
The following is a quantum chemistry calculation of a cluster of 3 separate species, C5H10O2 in total, from the OMol25 dataset.

CARTESIAN COORDINATES (ANGSTROEM)
C: 2.257 -0.614 0.782
O: 0.913 -0.894 0.451
C: 0.467 -0.298 -0.682
C: -0.899 -0.337 -0.946
C: -1.915 -0.547 0.137
C: -1.769 0.926 0.073
O: -1.015 1.602 0.850
H: 2.930 -0.862 -0.050
H: 2.504 -1.232 1.647
H: 2.373 0.448 1.035
H: 0.788 1.219 -0.270
H: 1.170 -0.271 -1.518
H: -1.220 -0.239 -1.976
H: -2.864 -0.956 -0.205
H: -1.531 -1.008 1.044
H: -2.394 1.454 -0.660
H: 0.204 1.610 0.289

Atoms 1-6, force components in eV/Å:
C 0.260 0.036 0.071
O -0.094 -0.001 -0.017
C -0.218 0.025 -0.141
C 0.259 -0.126 -0.224
C -0.043 0.011 0.077
C -0.132 0.122 0.077

Output
**Max |F|**: 0.364 eV/Å
**E_HOMO**: -8.8 eV
**E**: -9438.0129 eV
**Energy above the lowest of the compared OMol25 structures with the same formula, charge and spin**: 485.3 kJ/mol

natural (NBO) analysis output, partial charges in e:
1 C -0.25
2 O -0.52
3 C 0.17
4 C -0.34
5 C -0.47
6 C 0.28
7 O -0.65
8 H 0.17
9 H 0.20
10 H 0.19
11 H -0.09
12 H 0.20
13 H 0.23
14 H 0.23
15 H 0.24
16 H 0.15
17 H 0.25

[4]
The following is a quantum chemistry calculation of the molecule C5H5NOS2 at a distorted geometry, from the OMol25 dataset.

CARTESIAN COORDINATES (ANGSTROEM)
C: -2.061 -1.044 0.597
C: 1.223 0.193 -0.414
C: 0.569 -0.858 0.404
C: 0.270 0.912 -1.396
C: -0.804 -0.395 0.822
N: -3.140 -1.393 0.522
O: -0.965 0.839 -0.862
S: 2.806 0.579 -0.380
S: -0.829 0.937 1.923
H: 0.401 -1.684 -0.329
H: 1.112 -1.328 1.165
H: 0.535 1.989 -1.559
H: 0.404 0.227 -2.231
H: 0.479 1.025 1.740

Atoms 1-6, force components in eV/Å:
C 1.768 0.671 0.444
C 2.144 1.971 -0.311
C -2.358 -1.387 -2.272
C 0.511 -0.665 1.544
C 0.005 2.638 -2.387
N -1.490 -0.795 -0.217

Output
**Max |F|**: 3.557 eV/Å
**E_HOMO (spin up / spin down)**: -8.9 / -8.9 eV
**E**: -30469.9285 eV
**Energy above the lowest of the compared OMol25 structures with the same formula, charge and spin**: 270.5 kJ/mol

natural (NBO) analysis output, partial charges in e:
1 C 0.21
2 C -0.06
3 C -0.57
4 C -0.15
5 C 0.00
6 N -0.21
7 O -0.61
8 S 0.07
9 S 0.24
10 H 0.27
11 H 0.27
12 H 0.22
13 H 0.18
14 H 0.13

[5]
The following is a quantum chemistry calculation of the molecule C3H6FN at a distorted geometry, from the OMol25 dataset.

CARTESIAN COORDINATES (ANGSTROEM)
C: 0.462 -0.220 -0.372
C: -0.739 -0.932 0.237
C: 0.317 -0.096 1.033
H: -0.222 1.598 -0.545
H: 0.208 1.156 -2.095
H: 1.237 -0.859 -0.702
H: -1.613 -0.324 0.208
H: -0.744 -2.006 0.163
H: 0.991 -0.480 1.780
N: 0.428 1.108 -1.093
F: -0.325 1.055 1.387

Atoms 1-6, force components in eV/Å:
C -0.020 1.920 -3.049
C 1.918 0.748 0.057
C -1.647 -1.383 1.022
H -0.947 1.406 0.162
H -0.124 -0.654 0.847
H 0.707 -0.527 -0.345

Output
**Max |F|**: 3.603 eV/Å
**E_HOMO**: -9.0 eV
**SMILES**: N[C@@H]1C[C@@H]1F
**E**: -7414.0605 eV
**Energy above the lowest of the compared OMol25 structures with the same formula, charge and spin**: 77.3 kJ/mol

natural (NBO) analysis output, partial charges in e:
1 C -0.09
2 C -0.49
3 C 0.19
4 H 0.36
5 H 0.37
6 H 0.21
7 H 0.23
8 H 0.22
9 H 0.19
10 N -0.83
11 F -0.35

[6]
The following is a quantum chemistry calculation of a cluster of 9 separate species, C7H30NO10 in total at a distorted geometry, from the OMol25 dataset.

CARTESIAN COORDINATES (ANGSTROEM)
C: 2.817 1.478 1.609
C: 2.700 1.251 0.073
C: 3.941 0.499 -0.438
O: 4.443 -0.578 0.458
N: 3.781 -1.728 0.289
O: 3.902 -2.454 1.240
C: 1.471 0.359 -0.257
C: 0.093 1.040 0.020
C: -0.885 0.605 -1.113
C: -0.473 0.381 1.335
H: 3.047 0.552 2.173
H: 3.670 2.160 1.769
H: 1.893 1.898 2.023
H: 4.747 1.240 -0.496
H: 3.679 0.079 -1.417
H: 1.517 0.159 -1.343
H: 1.492 -0.635 0.249
H: 0.169 2.124 0.140
H: -1.911 0.542 -0.704
H: -0.612 -0.419 -1.399
H: -0.922 1.297 -1.963
H: -1.375 0.941 1.624
H: 0.298 0.369 2.096
H: -0.762 -0.637 1.039
O: 3.753 4.145 2.434
H: 3.436 4.843 3.016
H: 4.709 4.170 2.536
O: -3.902 0.183 -1.414
H: -4.665 0.675 -1.086
H: -4.282 -0.624 -1.788
O: 1.313 -1.430 2.942
H: 1.759 -1.867 2.206
H: 1.369 -2.068 3.658
O: -3.627 -1.964 -3.763
H: -2.950 -2.638 -3.846
H: -3.441 -1.355 -4.490
O: -3.187 -1.520 -6.388
H: -2.996 -0.784 -6.977
H: -3.689 -2.135 -6.930
O: 0.741 -3.771 1.429
H: 1.205 -4.192 0.698
H: 0.797 -4.410 2.145
O: -3.851 2.409 1.617
H: -3.556 2.065 0.771
H: -3.667 1.687 2.220
O: -4.155 -0.295 1.415
H: -3.865 -0.638 0.557
H: -3.966 -1.010 2.031

Atoms 1-6, force components in eV/Å:
C 0.693 -0.168 -1.028
C 0.217 -1.843 0.168
C -1.924 2.598 -0.142
O 0.067 -1.016 0.085
N 0.235 0.425 0.207
O 0.083 -0.189 -0.119

Output
**Max |F|**: 3.236 eV/Å
**E_HOMO**: -1.2 eV
**Net charge**: -1
**E**: -29706.0071 eV
**Energy above the lowest of the compared OMol25 structures with the same formula, charge and spin**: 734.9 kJ/mol

natural (NBO) analysis output, partial charges in e:
1 C -0.66
2 C -0.41
3 C -0.17
4 O -0.38
5 N 0.32
6 O -0.42
7 C -0.42
8 C -0.22
9 C -0.61
10 C -0.61
11 H 0.16
12 H 0.20
13 H 0.18
14 H 0.18
15 H 0.17
16 H 0.17
17 H 0.13
18 H 0.20
19 H 0.20
20 H 0.19
21 H 0.19
22 H 0.17
23 H 0.24
24 H 0.19
25 O -0.91
26 H 0.46
27 H 0.46
28 O -0.95
29 H 0.47
30 H 0.49
31 O -0.94
32 H 0.49
33 H 0.45
34 O -0.97
35 H 0.47
36 H 0.49
37 O -0.95
38 H 0.48
39 H 0.48
40 O -0.93
41 H 0.47
42 H 0.46
43 O -0.95
44 H 0.47
45 H 0.48
46 O -0.97
47 H 0.49
48 H 0.47

Q: The lowest E belongs to which entry?
A: C32H46O27

Q: Which value of energy above the lowest of the compared OMol25 structures with the same formula, charge and spin does entry 4 give?
A: 270.5 kJ/mol